83
Properties=species:S:1:pos:R:3:mulliken_charge:R:1 method="wB97M-V/def2-TZVPD" gap_ev="4.012 / 3.956" total_charge=-2
Ti 0.2122 1.2783 -0.1475 -0.4626
S -5.7859 1.2448 3.9632 -0.2621
C -5.4923 1.7484 5.5797 -0.4140
C -4.1816 2.0749 5.7445 -0.6033
C -3.4063 1.9010 4.5654 -0.2739
C -4.1349 1.4482 3.4900 0.5999
C -3.7147 1.1517 2.1242 0.3002
C -2.4353 1.4735 1.7328 -0.0865
N -1.8971 1.2370 0.5293 0.2880
C -2.7588 0.6472 -0.4256 -0.5823
C -4.1018 0.2793 -0.0971 0.7830
C -4.8696 -0.3442 -1.1534 -1.1644
C -4.3481 -0.5447 -2.3805 -1.1688
C -2.9965 -0.1464 -2.7100 1.0079
C -2.4380 -0.2783 -3.9498 -1.3218
C -1.1031 0.2382 -4.1613 0.7119
C -0.4207 0.7701 -3.1102 -0.6063
N -0.8840 0.8422 -1.8300 0.8867
C -2.2371 0.4432 -1.6540 -0.9981
C -0.4469 0.1907 -5.4712 0.6164
C 0.7763 0.6750 -5.8667 -0.3216
C 1.0725 0.4178 -7.2340 -0.5891
C 0.0788 -0.2530 -7.8782 -0.4294
S -1.2139 -0.5945 -6.8048 -0.2612
C -4.5773 0.5214 1.1597 -1.0689
H -6.2909 1.7743 6.3029 0.4150
H -3.7680 2.4227 6.6822 0.3728
H -2.3435 2.0952 4.5181 0.3348
H -1.7857 1.9816 2.4325 -0.0953
H -5.8902 -0.6441 -0.9365 0.3547
H -4.9487 -1.0046 -3.1592 0.3630
H -3.0141 -0.7174 -4.7576 0.3271
H 0.5708 1.1775 -3.2352 0.2355
H 1.4429 1.1997 -5.1973 0.4531
H 1.9906 0.7281 -7.7154 0.3515
H 0.0372 -0.5689 -8.9080 0.4178
H -5.5939 0.2372 1.4126 0.3286
F 0.7115 4.4227 4.8403 -0.2262
C 1.1676 3.2121 5.1367 0.5488
F 0.6930 2.9285 6.3836 -0.3019
F 2.5146 3.3228 5.2920 -0.2992
C 0.8301 2.1080 4.1614 0.1946
C 0.7583 0.8508 4.6984 -0.1635
C 0.5172 -0.2625 3.8926 -1.1889
C 0.4552 -0.0286 2.5465 -0.9522
N 0.5526 1.1777 1.9785 1.4015
C 0.6148 2.3224 2.7503 -0.4619
S 0.3510 3.7894 1.9784 -0.3524
H 0.8758 0.7248 5.7673 0.4476
H 0.4277 -1.2627 4.2891 0.5044
H 0.3489 -0.8489 1.8539 0.3467
C 2.6521 -0.4013 -2.4727 -1.5468
Si 1.9561 -0.6524 -0.7186 0.8677
C 1.1806 -2.4606 -0.9010 2.8069
C 0.0027 -2.3522 -1.8828 -2.1647
C 2.1603 -3.4846 -1.4830 -2.0180
C 0.6003 -3.0622 0.3836 -1.9530
C 3.6044 -0.7080 0.3516 2.4638
C 3.3957 -0.9672 1.8465 -1.9211
C 4.6285 -1.7421 -0.1327 -2.0807
C 4.2648 0.6735 0.2284 -1.9489
H 3.5284 -1.0265 -2.6650 0.5373
H 2.9283 0.6466 -2.6020 0.3141
H 1.9092 -0.6429 -3.2366 0.3980
H 0.3073 -2.0181 -2.8764 0.3434
H -0.7669 -1.6635 -1.5343 0.1112
H -0.4681 -3.3398 -1.9986 0.5966
H 2.6480 -3.1194 -2.3901 0.3289
H 1.6162 -4.4044 -1.7478 0.5242
H 2.9402 -3.7686 -0.7746 0.3699
H -0.2718 -2.5034 0.7271 0.3723
H 1.3226 -3.1187 1.2029 0.2546
H 0.2458 -4.0850 0.1862 0.5251
H 2.9508 -1.9455 2.0509 0.2747
H 2.7748 -0.2055 2.3149 0.3362
H 4.3699 -0.9411 2.3585 0.5707
H 4.3113 -2.7690 0.0549 0.3487
H 5.5697 -1.5921 0.4182 0.5496
H 4.8592 -1.6507 -1.1950 0.3199
H 3.6182 1.4813 0.5702 0.2398
H 4.5313 0.9079 -0.8058 0.2843
H 5.1884 0.6838 0.8283 0.5007
S 1.5212 2.6722 -1.1275 -0.5405